Entry 1:
Density functional theory data (ωB97M-V/def2-TZVPD) for a molecular structure, C43H33BrN6O5Tl in a non-equilibrium geometry.

Geometry (Å):
Tl -0.106 -0.050 -0.178
Br -2.951 6.631 0.669
C -2.579 4.761 0.517
C -3.397 3.984 -0.290
C -3.137 2.635 -0.376
C -2.089 2.020 0.334
O -2.028 0.714 0.320
C -1.192 2.867 1.073
C 0.022 2.429 1.671
N 0.542 1.242 1.477
C 1.704 0.763 2.021
C 2.768 1.538 2.508
C 3.935 0.941 2.948
C 4.067 -0.438 2.977
C 3.020 -1.260 2.534
C 3.071 -2.671 2.553
C 2.008 -3.398 2.052
C 0.915 -2.725 1.532
N 0.823 -1.392 1.510
C 1.841 -0.659 2.014
C -1.502 4.233 1.180
H -4.217 4.432 -0.834
H -3.747 2.001 -1.003
H 0.534 3.141 2.319
H 2.682 2.613 2.486
H 4.766 1.560 3.260
H 4.986 -0.901 3.310
H 3.942 -3.166 2.958
H 2.023 -4.478 2.052
H 0.061 -3.264 1.145
H -0.850 4.874 1.756
O -0.140 -6.167 -3.748
C -1.279 -5.332 -3.684
C -1.023 -4.145 -2.796
C -2.103 -3.505 -2.141
C -1.832 -2.404 -1.370
N -0.614 -1.892 -1.220
C 0.462 -2.479 -1.855
C 0.236 -3.641 -2.627
C 1.733 -1.855 -1.748
C 2.927 -2.398 -2.273
C 4.111 -1.716 -2.173
C 5.386 -2.313 -2.703
O 5.626 -3.622 -2.222
C 4.127 -0.459 -1.521
C 2.948 0.014 -1.009
N 1.794 -0.638 -1.102
H -0.329 -6.899 -4.342
H -2.146 -5.893 -3.302
H -1.537 -4.970 -4.694
H -3.112 -3.870 -2.243
H -2.616 -1.888 -0.830
H 1.062 -4.131 -3.111
H 2.920 -3.370 -2.741
H 6.236 -1.663 -2.451
H 5.343 -2.412 -3.791
H 5.488 -3.612 -1.269
H 5.040 0.105 -1.428
H 2.901 0.961 -0.489
O 0.645 3.600 -0.989
C 0.084 2.906 -1.806
N -0.485 3.385 -2.961
C -0.809 2.322 -3.878
C -0.625 1.118 -2.920
O -0.887 -0.040 -3.191
N -0.100 1.544 -1.766
C -2.213 2.421 -4.444
C -2.908 1.277 -4.818
C -4.184 1.375 -5.344
C -4.774 2.614 -5.527
C -4.081 3.757 -5.171
C -2.808 3.663 -4.634
C 0.168 2.240 -5.048
C 0.562 1.018 -5.579
C 1.462 0.970 -6.629
C 1.976 2.136 -7.170
C 1.576 3.356 -6.655
C 0.676 3.409 -5.606
H -0.304 4.329 -3.252
H -2.456 0.309 -4.664
H -4.722 0.477 -5.611
H -5.769 2.690 -5.943
H -4.533 4.730 -5.309
H -2.286 4.568 -4.357
H 0.179 0.102 -5.157
H 1.773 0.012 -7.020
H 2.682 2.096 -7.988
H 1.972 4.274 -7.066
H 0.377 4.377 -5.228

Calculated values
- HOMO energy (alpha / beta): -2.168 / -2.766 eV
- Charge: -1
- LUMO level (alpha / beta): 0.0821 / 0.0834 Ha
- Relative energy (zero: lowest compared OMol25 entry of this formula, charge and spin): 1.153 eV
- Gap between HOMO and LUMO (alpha / beta): 4.40 / 5.03 eV

Population analysis type Mulliken, resulting atomic charges in e: atom 1 (Tl): 2.323, atom 2 (Br): -0.276, atom 3 (C): 0.006, atom 4 (C): -0.679, atom 5 (C): -0.322, atom 6 (C): 0.220, atom 7 (O): -1.026, atom 8 (C): 0.645, atom 9 (C): -0.116, atom 10 (N): 0.142, atom 11 (C): -0.084, atom 12 (C): -0.701, atom 13 (C): -0.935, atom 14 (C): -0.937, atom 15 (C): 1.409, atom 16 (C): -0.893, atom 17 (C): -0.797, atom 18 (C): -0.375, atom 19 (N): -0.394, atom 20 (C): 0.493, atom 21 (C): -0.932, atom 22 (H): 0.430, atom 23 (H): 0.418, atom 24 (H): 0.257, atom 25 (H): 0.322, atom 26 (H): 0.362, atom 27 (H): 0.380, atom 28 (H): 0.410, atom 29 (H): 0.402, atom 30 (H): 0.502, atom 31 (H): 0.414, atom 32 (O): -0.500, atom 33 (C): -0.786, atom 34 (C): 0.527, atom 35 (C): -1.079, atom 36 (C): -0.958, atom 37 (N): 0.077, atom 38 (C): 0.188, atom 39 (C): -0.775, atom 40 (C): 0.736, atom 41 (C): -0.611, atom 42 (C): 0.436, atom 43 (C): -0.747, atom 44 (O): -0.524, atom 45 (C): -1.520, atom 46 (C): -0.645, atom 47 (N): 0.621, atom 48 (H): 0.296, atom 49 (H): 0.307, atom 50 (H): 0.256, atom 51 (H): 0.383, atom 52 (H): 0.532, atom 53 (H): 0.511, atom 54 (H): 0.616, atom 55 (H): 0.298, atom 56 (H): 0.309, atom 57 (H): 0.333, atom 58 (H): 0.371, atom 59 (H): 0.534, atom 60 (O): -0.685, atom 61 (C): -0.943, atom 62 (N): 0.287, atom 63 (C): 3.692, atom 64 (C): -0.669, atom 65 (O): -0.413, atom 66 (N): 0.342, atom 67 (C): -0.994, atom 68 (C): -0.193, atom 69 (C): -1.191, atom 70 (C): -0.362, atom 71 (C): -1.010, atom 72 (C): -0.084, atom 73 (C): -0.348, atom 74 (C): -0.033, atom 75 (C): -1.083, atom 76 (C): -0.389, atom 77 (C): -0.974, atom 78 (C): -0.354, atom 79 (H): 0.319, atom 80 (H): 0.699, atom 81 (H): 0.411, atom 82 (H): 0.388, atom 83 (H): 0.388, atom 84 (H): 0.319, atom 85 (H): 0.586, atom 86 (H): 0.427, atom 87 (H): 0.390, atom 88 (H): 0.387, atom 89 (H): 0.233

---

Entry 2:
Density functional theory data (ωB97M-V/def2-TZVPD) for a single C3H2N2O3 molecule in a non-equilibrium geometry.

Geometry (Å):
C -2.021 -0.038 -0.071
C 0.210 0.628 -0.262
C 2.020 -0.128 0.437
H -3.088 0.269 -0.624
H 3.162 -0.090 0.413
N 1.190 1.144 0.352
N 1.342 -1.225 -0.204
O -1.920 -0.964 0.682
O -1.096 1.151 -0.143
O 0.201 -0.747 -0.580

Calculated values
- HOMO energy: -10.285 eV
- LUMO level: 0.0057 Ha
- Relative energy (zero: lowest compared OMol25 entry of this formula, charge and spin): 5.409 eV
- Structure (SMILES): O=COc1ncno1
- Gap between HOMO and LUMO: 10.44 eV

Population analysis type Mulliken, resulting atomic charges in e: atom 1 (C): 0.230, atom 2 (C): 0.641, atom 3 (C): -0.140, atom 4 (H): 0.299, atom 5 (H): 0.291, atom 6 (N): -0.401, atom 7 (N): -0.203, atom 8 (O): -0.349, atom 9 (O): -0.298, atom 10 (O): -0.071

---

Entry 3:
Density functional theory data (ωB97M-V/def2-TZVPD) for a molecular structure, C2H3NO3 in a non-equilibrium geometry.

Geometry (Å):
C 0.293 0.401 0.102
C -0.670 -0.242 0.633
N -1.566 1.003 2.587
O -0.773 0.189 3.038
O -2.046 1.870 3.194
O -1.887 0.952 1.314
H 1.168 -0.180 0.178
H 0.369 1.437 -0.034
H -1.180 -1.185 0.807

Calculated values
- HOMO energy: -10.586 eV
- LUMO level: 0.0074 Ha
- Relative energy (zero: lowest compared OMol25 entry of this formula, charge and spin): 7.741 eV
- Gap between HOMO and LUMO: 10.79 eV

Population analysis type Mulliken, resulting atomic charges in e: atom 1 (C): -0.477, atom 2 (C): -0.042, atom 3 (N): 1.141, atom 4 (O): -0.560, atom 5 (O): -0.589, atom 6 (O): -0.440, atom 7 (H): 0.253, atom 8 (H): 0.331, atom 9 (H): 0.383

---

Entry 4:
Density functional theory data (ωB97M-V/def2-TZVPD) for a molecular structure, C3H5NO2 in a non-equilibrium geometry.

Geometry (Å):
O -1.723 -1.027 0.286
C -0.542 -1.316 0.255
C -0.632 1.346 -0.395
O 0.482 0.938 0.382
C 0.649 -0.391 0.313
N 1.789 -0.939 0.381
H -1.611 0.713 0.265
H -0.264 -2.369 0.318
H -0.364 1.092 -1.449
H -0.703 2.436 -0.402
H 2.495 -0.200 0.457

Calculated values
- HOMO energy: -9.645 eV
- LUMO level: -0.0121 Ha
- Relative energy (zero: lowest compared OMol25 entry of this formula, charge and spin): 3.128 eV
- Gap between HOMO and LUMO: 9.32 eV

Population analysis type Mulliken, resulting atomic charges in e: atom 1 (O): -0.487, atom 2 (C): 0.195, atom 3 (C): -0.668, atom 4 (O): -0.395, atom 5 (C): 0.512, atom 6 (N): -0.649, atom 7 (H): 0.335, atom 8 (H): 0.378, atom 9 (H): 0.281, atom 10 (H): 0.209, atom 11 (H): 0.290

---

Entry 5:
Density functional theory data (ωB97M-V/def2-TZVPD) for 2 unconnected molecules or ions with the total composition C3H10NO in a non-equilibrium geometry.

Geometry (Å):
C 2.020 0.844 1.298
O 0.625 0.609 1.584
H 2.144 1.775 0.741
H 2.568 1.010 2.218
H 2.484 -0.005 0.804
H 0.567 0.463 2.536
C -0.863 -0.937 -1.205
C -2.038 -1.508 -1.235
N -0.682 0.459 -0.750
H 0.046 -1.468 -1.427
H -2.099 -2.523 -1.600
H -2.974 -1.010 -1.045
H -0.239 0.987 -1.503
H -1.566 0.869 -0.459
H 0.006 0.435 0.044

Calculated values
- HOMO energy: -15.331 eV
- Charge: +1
- LUMO level: -0.1198 Ha
- Relative energy (zero: lowest compared OMol25 entry of this formula, charge and spin): 1.237 eV
- Gap between HOMO and LUMO: 12.07 eV

Population analysis type Mulliken, resulting atomic charges in e: atom 1 (C): -0.705, atom 2 (O): -0.632, atom 3 (H): 0.257, atom 4 (H): 0.375, atom 5 (H): 0.264, atom 6 (H): 0.352, atom 7 (C): 0.121, atom 8 (C): -0.734, atom 9 (N): -0.175, atom 10 (H): 0.365, atom 11 (H): 0.256, atom 12 (H): 0.246, atom 13 (H): 0.384, atom 14 (H): 0.359, atom 15 (H): 0.266